Entry 1:
{
  "formula": "C34H70N8O9",
  "method": "ωB97M-V with the def2-TZVPD basis set",
  "elements": ["O", "O", "O", "O", "O", "O", "O", "O", "O", "N", "N", "N", "N", "N", "N", "N", "N", "C", "C", "C", "C", "C", "C", "C", "C", "C", "C", "C", "C", "C", "C", "C", "C", "C", "C", "C", "C", "C", "C", "C", "C", "C", "C", "C", "C", "C", "C", "C", "C", "C", "C", "H", "H", "H", "H", "H", "H", "H", "H", "H", "H", "H", "H", "H", "H", "H", "H", "H", "H", "H", "H", "H", "H", "H", "H", "H", "H", "H", "H", "H", "H", "H", "H", "H", "H", "H", "H", "H", "H", "H", "H", "H", "H", "H", "H", "H", "H", "H", "H", "H", "H", "H", "H", "H", "H", "H", "H", "H", "H", "H", "H", "H", "H", "H", "H", "H", "H", "H", "H", "H", "H"],
  "positions_angstrom": [[24.88, -5.32, -13.66], [23.07, -5.82, -18.74], [19.00, -3.51, -22.10], [24.04, -2.24, -22.85], [17.66, -1.68, -17.78], [21.43, 0.95, -22.87], [20.18, 2.84, -18.49], [22.02, 1.25, -14.08], [28.95, -0.48, -22.88], [20.61, 1.56, -16.69], [21.17, 2.38, -21.17], [23.49, -4.50, -12.09], [23.20, -1.90, -17.17], [21.50, -0.49, -12.72], [28.02, -0.16, -20.85], [18.93, -2.85, -19.28], [20.84, -4.62, -22.75], [19.54, 0.56, -21.39], [23.34, -1.30, -19.88], [19.71, -3.93, -23.00], [27.07, -1.31, -20.79], [28.87, 0.13, -21.84], [24.30, -7.74, -18.46], [22.92, -0.62, -17.58], [20.20, -0.02, -12.46], [22.30, 0.19, -13.50], [23.69, -0.37, -13.68], [20.79, 1.33, -21.89], [23.85, -4.74, -13.36], [24.13, -3.26, -24.98], [29.69, 1.28, -21.58], [23.04, -1.54, -23.61], [24.24, -6.47, -19.28], [22.96, -0.31, -18.93], [24.50, -3.41, -23.55], [21.58, 3.84, -16.89], [17.86, -2.04, -18.96], [20.06, -3.17, -18.41], [24.25, -4.89, -10.90], [23.18, -7.58, -17.50], [19.21, -3.92, -24.39], [16.77, -1.76, -20.04], [23.56, -2.86, -18.06], [21.43, -4.76, -21.47], [19.93, 0.40, -17.21], [20.77, 2.69, -17.42], [22.90, -4.26, -14.45], [22.58, 2.88, -21.23], [23.65, -2.59, -19.42], [22.84, -2.45, -24.87], [22.17, -6.68, -18.12], [21.29, -4.95, -23.59], [27.44, -2.18, -21.32], [24.17, -8.64, -19.06], [29.83, 1.54, -20.53], [21.90, -3.82, -21.17], [17.17, -1.03, -20.74], [22.01, -3.13, -24.65], [19.07, -3.15, -20.24], [23.56, -5.08, -10.08], [23.90, -4.24, -25.39], [18.86, 0.60, -17.29], [24.08, -3.38, -20.02], [21.51, -6.11, -17.47], [29.27, 2.12, -22.12], [23.33, 2.15, -21.53], [23.13, -3.23, -14.74], [23.66, -3.82, -17.58], [21.46, -7.18, -18.78], [25.27, -7.95, -18.01], [22.39, 4.11, -17.57], [22.64, -1.77, -25.70], [26.81, -1.55, -19.76], [26.14, -1.04, -21.29], [22.64, 3.79, -21.82], [20.23, 0.18, -18.23], [25.57, -3.52, -23.43], [20.64, 2.78, -20.40], [20.02, -0.05, -11.39], [24.18, -6.66, -20.35], [30.67, 1.09, -22.01], [19.74, -3.92, -17.68], [24.87, -5.77, -11.09], [19.88, -0.02, -20.53], [18.78, 1.27, -21.06], [23.91, -1.25, -13.07], [22.87, 3.17, -20.22], [24.03, -4.30, -23.13], [25.05, -5.75, -19.16], [23.60, -7.13, -16.60], [24.34, 0.40, -13.24], [21.83, -1.37, -12.33], [20.87, -3.54, -19.04], [22.08, -1.57, -23.10], [22.15, -5.57, -21.54], [22.75, 0.10, -16.80], [22.67, -8.46, -17.09], [27.84, 0.58, -20.19], [19.24, -0.05, -22.24], [24.98, -4.14, -10.61], [20.21, -0.50, -16.67], [19.43, -2.94, -24.82], [23.28, -0.50, -23.83], [20.40, -2.31, -17.83], [15.80, -1.52, -19.60], [23.02, -4.89, -15.33], [19.43, -0.74, -12.74], [20.97, 4.74, -16.77], [20.80, 1.50, -15.70], [24.91, -2.73, -25.53], [22.62, -4.01, -11.92], [16.57, -2.69, -20.56], [19.92, 0.99, -12.78], [18.13, -4.02, -24.41], [20.70, -5.09, -20.74], [22.07, 3.60, -15.95], [19.73, -4.64, -25.02], [23.96, -0.66, -14.69], [22.67, 0.68, -19.26], [21.87, -4.28, -14.10], [23.38, -1.09, -20.94]],
  "charge": -1,
  "spin_multiplicity": 2,
  "lumo_ev": [2.07, 1.97],
  "s2": 0.7599,
  "orbital_gap_ev": [2.0, 6.8]
}

---

Entry 2:
{
  "formula": "C34H71AsF6NO14S7",
  "method": "ωB97M-V with the def2-TZVPD basis set",
  "elements": ["As", "S", "S", "S", "S", "S", "S", "S", "F", "F", "F", "F", "F", "F", "O", "O", "O", "O", "O", "O", "O", "O", "O", "O", "O", "O", "O", "O", "N", "C", "C", "C", "C", "C", "C", "C", "C", "C", "C", "C", "C", "C", "C", "C", "C", "C", "C", "C", "C", "C", "C", "C", "C", "C", "C", "C", "C", "C", "C", "C", "C", "C", "C", "H", "H", "H", "H", "H", "H", "H", "H", "H", "H", "H", "H", "H", "H", "H", "H", "H", "H", "H", "H", "H", "H", "H", "H", "H", "H", "H", "H", "H", "H", "H", "H", "H", "H", "H", "H", "H", "H", "H", "H", "H", "H", "H", "H", "H", "H", "H", "H", "H", "H", "H", "H", "H", "H", "H", "H", "H", "H", "H", "H", "H", "H", "H", "H", "H", "H", "H", "H", "H", "H", "H"],
  "positions_angstrom": [[-0.13, 0.75, 0.73], [-4.55, 1.60, 3.72], [4.24, 2.97, 0.04], [0.76, 4.84, 2.26], [-3.89, -1.53, -4.82], [0.17, -5.46, -0.17], [4.20, -0.87, 3.53], [0.52, 0.58, 5.18], [-0.90, 2.23, 0.15], [1.35, 1.63, 0.94], [-0.53, 1.26, 2.43], [0.30, 0.32, -0.96], [-1.68, -0.07, 0.56], [0.68, -0.77, 1.29], [3.75, 2.93, 1.40], [-3.77, 2.80, 3.55], [-4.10, -1.02, -6.16], [5.43, 3.72, -0.31], [1.49, 3.75, 2.85], [1.06, 5.34, 0.92], [-0.46, -6.57, 0.58], [3.99, 0.58, 3.18], [1.52, 1.36, 4.40], [5.01, -1.15, 4.71], [1.53, -5.06, 0.10], [-0.01, -0.67, 4.62], [-4.04, -2.96, -4.48], [-5.42, 1.41, 4.88], [0.75, -1.34, -6.38], [4.88, -1.79, 2.08], [2.86, -0.46, -7.34], [2.98, 2.52, -2.38], [3.74, -2.40, 1.36], [-0.78, -3.13, -7.16], [-4.07, -0.42, -2.37], [2.73, -2.92, 2.42], [1.49, -0.16, -6.89], [-1.46, -3.81, -1.57], [-1.40, -5.14, -2.31], [-4.92, -0.50, -3.65], [-0.02, -5.72, -1.94], [-0.52, 2.43, 6.90], [0.41, -2.24, -7.49], [-2.29, -0.93, -4.10], [-0.97, 1.73, 5.57], [-3.34, 0.07, 3.54], [-1.64, 5.40, 3.46], [1.62, -1.15, -4.00], [2.62, -1.89, 3.53], [-2.57, -0.29, -2.77], [0.64, 6.22, 3.51], [0.95, 0.34, 6.93], [1.40, -2.08, -5.23], [-4.20, -0.81, 2.61], [0.11, 1.38, 7.79], [-4.77, 0.14, 1.53], [-0.50, 5.85, 4.34], [4.19, 1.56, -2.13], [-5.58, 1.18, 2.26], [2.86, 3.43, -1.13], [4.42, 1.30, -0.61], [-0.97, -4.04, -0.12], [-1.08, 4.45, 2.35], [0.80, 1.86, 8.48], [0.84, -2.94, -4.87], [1.89, 3.23, -0.67], [2.33, -2.54, -5.56], [-0.19, 5.04, 5.00], [0.80, 0.23, -7.64], [3.60, -0.59, -6.55], [5.57, -1.12, 1.58], [2.89, -1.43, -7.84], [-3.91, 0.67, 1.12], [-1.59, -1.75, -4.24], [-5.83, 2.10, 1.74], [-1.41, 4.80, 1.36], [-5.02, -1.25, 3.17], [0.74, -0.68, -3.56], [-2.22, -5.79, -2.00], [-1.62, -4.99, -3.36], [-1.60, -2.48, -6.87], [5.11, 1.93, -2.58], [-5.94, -0.89, -3.66], [4.18, 0.62, -2.69], [-6.49, 0.75, 2.67], [-4.36, 0.37, -1.68], [-1.04, -3.77, -8.00], [1.91, -1.78, -3.16], [-3.63, -1.65, 2.21], [-2.40, 4.82, 3.98], [3.67, 0.63, -0.19], [1.75, -3.20, 2.03], [-1.29, 3.02, 7.38], [-0.61, 0.87, 8.44], [-2.88, -0.24, 4.48], [0.19, -1.63, -8.37], [-1.83, -0.66, -2.06], [-2.09, 6.28, 2.99], [-1.75, -4.18, 0.62], [1.60, 6.44, 3.98], [1.97, -1.09, 3.18], [0.57, -0.66, 7.14], [5.49, -2.60, 2.50], [0.35, 7.12, 2.97], [-1.01, -3.01, -2.15], [-0.79, 6.63, 5.04], [-1.16, 2.44, 4.76], [-2.29, 0.77, -2.81], [3.96, -3.16, 0.61], [0.16, -6.76, -2.21], [-4.04, -1.33, -1.76], [-0.26, -3.29, 0.22], [0.72, -5.05, -2.38], [-2.54, -3.66, -1.58], [3.38, -1.50, 0.86], [1.44, 0.52, -6.04], [-1.92, -0.17, -4.79], [0.29, 3.12, 6.64], [2.34, -2.34, 4.48], [5.43, 0.97, -0.35], [-4.82, 0.47, -4.12], [3.16, 3.04, -3.32], [2.36, -0.37, -4.17], [2.91, 4.51, -1.25], [2.10, 1.89, -2.45], [3.10, 0.28, -8.10], [3.07, -3.85, 2.88], [-2.53, 0.41, 2.90], [-1.87, 1.15, 5.76], [-1.25, 3.39, 2.51], [-0.53, -3.77, -6.32], [1.27, -2.84, -7.79], [2.03, 0.22, 7.02], [-5.35, -0.31, 0.72]],
  "charge": -1,
  "de_lowest_kcal_mol": 0.0,
  "lumo_ev": 1.95,
  "orbital_gap_ev": 8.9
}

---

Entry 3:
{
  "formula": "C34H71F5NO36P5",
  "method": "ωB97M-V with the def2-TZVPD basis set",
  "elements": ["P", "P", "P", "P", "P", "F", "F", "F", "F", "F", "O", "O", "O", "O", "O", "O", "O", "O", "O", "O", "O", "O", "O", "O", "O", "O", "O", "O", "O", "O", "O", "O", "O", "O", "O", "O", "O", "O", "O", "O", "O", "O", "O", "O", "O", "O", "N", "C", "C", "C", "C", "C", "C", "C", "C", "C", "C", "C", "C", "C", "C", "C", "C", "C", "C", "C", "C", "C", "C", "C", "C", "C", "C", "C", "C", "C", "C", "C", "C", "C", "C", "H", "H", "H", "H", "H", "H", "H", "H", "H", "H", "H", "H", "H", "H", "H", "H", "H", "H", "H", "H", "H", "H", "H", "H", "H", "H", "H", "H", "H", "H", "H", "H", "H", "H", "H", "H", "H", "H", "H", "H", "H", "H", "H", "H", "H", "H", "H", "H", "H", "H", "H", "H", "H", "H", "H", "H", "H", "H", "H", "H", "H", "H", "H", "H", "H", "H", "H", "H", "H", "H", "H"],
  "positions_angstrom": [[-0.60, 0.24, -5.81], [4.15, -6.28, 0.21], [-3.93, -2.27, 0.84], [-0.17, 4.61, 3.04], [-0.55, -0.61, 4.92], [2.49, 1.52, 3.73], [-4.38, 1.92, -3.47], [-0.23, 4.59, -6.41], [3.87, 0.92, -2.85], [4.72, -3.89, 4.38], [-1.50, 1.26, -5.18], [-1.51, 3.89, 2.54], [0.45, -0.90, -0.62], [-0.80, 0.13, -7.41], [-3.34, -0.82, 1.15], [-5.05, -2.01, -0.31], [1.23, -3.83, 2.48], [2.92, -2.86, 3.72], [0.82, -1.10, 5.23], [-2.34, 7.68, -5.56], [-0.84, -1.34, -5.39], [1.90, -4.64, 4.48], [-1.36, -0.03, 6.21], [-2.73, -2.96, -0.02], [-2.87, 5.51, -5.95], [5.53, -6.82, 0.37], [-1.04, 5.94, -4.86], [3.63, -6.18, -1.29], [-4.52, 3.18, -0.46], [-1.51, -1.74, 4.24], [3.00, 3.17, -1.21], [0.04, 5.93, 2.39], [-0.40, 4.67, 4.62], [3.98, -4.75, 0.80], [3.23, 0.54, 1.95], [1.03, 0.51, -5.52], [-0.76, 0.66, 3.87], [-4.36, -3.04, 2.03], [5.35, -0.04, 2.49], [1.25, 3.97, -2.42], [-5.94, 1.57, 0.39], [2.96, -7.08, 0.96], [0.91, 3.51, 2.77], [4.60, -0.25, 0.37], [3.15, 3.01, -3.39], [-5.84, 1.98, -1.81], [-0.90, 2.19, -2.20], [-6.34, -1.71, 0.15], [-0.77, 1.28, -8.21], [2.37, 3.45, -2.31], [-0.94, 1.02, -1.34], [-2.68, 0.41, 6.13], [-0.08, 3.59, 5.49], [2.39, -5.74, -1.65], [-1.97, -1.62, -4.52], [-0.27, 0.53, 2.57], [4.38, 2.85, -1.60], [-3.80, -0.04, 2.21], [2.68, -4.21, 5.52], [4.68, -3.67, 0.17], [2.02, -3.79, 3.43], [3.03, -7.36, 2.32], [0.38, 0.17, -1.59], [-4.15, 3.64, -1.79], [1.57, -1.77, -0.86], [1.93, 3.73, 1.75], [4.39, 0.02, 1.52], [-5.55, 2.23, -0.56], [-1.75, 3.76, 1.10], [4.79, 0.80, 3.51], [3.60, -3.24, 4.79], [-0.88, 4.63, -5.25], [-5.07, 2.77, -2.65], [-2.33, 0.28, -1.41], [-1.93, -2.85, 5.00], [-1.57, -3.39, 0.62], [3.29, 0.57, 3.33], [-2.39, 4.30, -5.55], [-2.12, 6.48, -5.43], [4.27, 2.22, -3.00], [1.98, -0.48, -5.70], [1.78, 4.45, 0.95], [2.56, -6.60, 2.94], [-2.43, -2.52, -4.91], [3.79, -2.48, 5.54], [-1.31, -3.06, 1.63], [-1.33, -3.10, 5.87], [5.63, -4.06, -0.20], [-2.98, -2.84, 5.27], [-2.88, 3.90, -4.66], [-4.85, -0.15, 2.47], [-6.41, -1.30, 1.16], [-1.07, 0.71, 1.86], [5.18, 2.28, -3.60], [-6.73, -0.88, -0.44], [4.91, 3.81, -1.65], [-2.66, 0.21, -2.45], [-2.73, 1.49, 6.03], [2.05, 2.80, 1.19], [2.96, -0.37, 3.78], [-0.91, 1.80, -3.13], [-1.64, -1.90, -3.52], [-0.01, -0.50, 2.32], [-3.09, 0.73, -0.78], [2.05, -3.69, 6.23], [-5.75, 3.39, -3.26], [-7.03, -2.56, 0.13], [-4.36, 4.69, -1.94], [-0.74, -3.14, -0.05], [-3.27, -0.25, 3.14], [4.98, -3.00, 0.97], [3.21, -5.02, 6.03], [4.21, -3.15, -0.67], [2.43, -0.58, -4.71], [2.54, -8.34, 2.36], [1.01, 3.56, 5.50], [-1.55, -4.48, 0.60], [1.36, -2.56, -1.58], [-0.49, 2.71, 4.99], [2.43, -4.90, -2.35], [-2.79, -0.91, -4.49], [-1.78, 1.69, -8.22], [5.13, 1.82, 3.28], [-0.48, 1.11, -9.24], [-0.87, 3.78, 0.46], [-0.15, 2.08, -7.83], [0.55, 1.19, 2.27], [-3.11, 0.04, 5.20], [-3.22, 0.01, 6.99], [-2.25, -0.77, -1.11], [1.23, 0.84, -1.47], [-3.73, 1.02, 1.96], [-0.46, 3.71, 6.50], [4.08, -7.32, 2.61], [0.02, 2.59, -2.10], [5.18, 0.48, 4.47], [0.27, -0.16, -2.63], [4.94, 2.30, -0.84], [1.92, -6.58, -2.16], [-2.44, 3.52, -6.31], [-0.91, 1.41, -0.32], [1.84, -2.38, 0.00], [-3.11, 3.46, -2.04], [-2.45, 4.55, 0.83], [2.51, -1.27, -1.08], [-0.35, 4.03, -4.51], [1.50, -1.39, -6.07], [-2.25, 2.79, 1.06], [1.77, -5.45, -0.80], [-1.85, -3.71, 4.34], [2.71, -0.05, -6.38], [2.85, 3.87, 2.32]],
  "smiles": "O=C1OC[C@@H](F)O1.O=C1OC[C@@H](F)O1.O=C1OC[C@@H](F)O1.O=C1OC[C@@H](F)O1.O=C1OC[C@@H](F)O1.COP(=O)(OC)OC.COP(=O)(OC)OC.COP(=O)(OC)OC.COP(=O)(OC)OC.COP(=O)(OC)OC.COC[C@H](C)N",
  "de_lowest_kcal_mol": 0.0,
  "lumo_ev": 0.09,
  "orbital_gap_ev": 9.5
}